{"formula": "C53H48BrGeN3O4OsPS2", "method": "ωB97M-V/def2-TZVPD", "total_energy_ev": -228371.5275, "de_lowest_ev": 0.0000, "charge": 2, "largest_force_ev_per_a": 0.80, "multiplicity": 6, "s_squared": 8.790, "symbols": ["Os", "Br", "Ge", "S", "S", "P", "O", "O", "O", "O", "N", "N", "N", "C", "C", "C", "C", "C", "C", "C", "C", "C", "C", "C", "C", "C", "C", "C", "C", "C", "C", "C", "C", "C", "C", "C", "C", "C", "C", "C", "C", "C", "C", "C", "C", "C", "C", "C", "C", "C", "C", "C", "C", "C", "C", "C", "C", "C", "C", "C", "C", "C", "C", "C", "C", "C", "H", "H", "H", "H", "H", "H", "H", "H", "H", "H", "H", "H", "H", "H", "H", "H", "H", "H", "H", "H", "H", "H", "H", "H", "H", "H", "H", "H", "H", "H", "H", "H", "H", "H", "H", "H", "H", "H", "H", "H", "H", "H", "H", "H", "H", "H", "H", "H"], "coordinates": [[-0.0167, -0.2161, 0.1348], [-4.5174, 4.9150, -3.5272], [1.9916, -1.8982, -0.4078], [0.3735, -0.1903, 2.8012], [-1.8439, -2.2105, 3.2827], [1.0233, 3.6064, -0.6942], [-1.1197, 1.3535, -1.2723], [-1.4951, 1.2749, 0.8725], [1.3716, 1.2611, 0.1255], [3.1746, -0.0329, 0.0135], [-3.7168, -2.5632, -0.2969], [-1.5997, -1.3823, 0.0311], [0.5681, -2.5424, 4.0063], [1.6910, 4.8750, -4.4450], [-4.3181, 4.3889, 0.5782], [4.2839, -4.0751, 3.1571], [-0.6477, -5.2483, -0.6123], [5.5625, -2.2529, -2.5856], [3.3079, -4.0632, 0.9588], [-1.7677, 1.7584, -0.2704], [-0.2352, -2.9525, -2.1210], [-4.6713, 4.8413, -0.6874], [-1.3078, -5.0840, -1.8216], [3.2424, -2.1226, -1.9027], [0.1344, 4.2504, 0.7119], [-6.1863, -3.2446, 0.9763], [-0.1849, 4.1265, 3.0972], [-0.1966, -1.6670, 3.3836], [2.9068, -2.7347, 1.1166], [2.7882, 3.5499, -0.2824], [5.5205, 3.4908, 0.2521], [4.7963, 2.3091, 0.2581], [0.4663, -3.1433, -0.9320], [3.9270, -2.7410, 3.3127], [-3.9162, -3.9558, 0.1579], [3.4307, 2.3399, 0.0062], [-0.8401, 5.2487, 0.6322], [-2.5996, -1.9474, -0.1321], [-4.9463, -1.8239, -0.6696], [2.6520, 1.0811, 0.0411], [-3.1397, 3.2639, -1.6793], [-1.1441, 5.1298, 3.0151], [-0.0170, -3.8417, 4.3269], [-4.0723, 4.2771, -1.8049], [0.7857, 4.4138, -2.2553], [4.8836, 4.6973, -0.0145], [0.2279, -4.2680, -0.1520], [3.5233, 4.7304, -0.2906], [3.9840, -4.7316, 1.9721], [0.4506, 3.6830, 1.9541], [-2.7945, 2.8208, -0.4060], [0.4523, 5.3579, -4.8499], [-5.9075, -1.8140, 0.5098], [-4.8846, -3.9671, 1.3332], [1.8603, 4.3900, -3.1618], [-1.1096, -3.9288, -2.5726], [-1.5172, -3.5954, 4.4279], [3.8321, -2.8656, -4.1303], [-0.6256, 5.3483, -3.9714], [4.6051, -1.9606, -1.6276], [5.1773, -2.7040, -3.8412], [3.2451, -2.0768, 2.2978], [-0.4711, 4.8648, -2.6866], [-3.3783, 3.3807, 0.7251], [2.8716, -2.5822, -3.1661], [-1.4685, 5.6866, 1.7857], [1.5706, -2.3943, 4.0309], [-3.0830, 3.0286, 1.7049], [-4.3347, -4.5094, -0.6858], [4.2057, -2.2076, 4.2149], [-2.9455, -4.3828, 0.3992], [2.5257, 4.8714, -5.1331], [-0.1003, -2.0468, -2.7025], [-1.8184, -3.2864, 5.4261], [-2.2119, 6.4699, 1.7223], [2.8249, 4.0053, -2.8600], [-2.0983, -4.4611, 4.1227], [3.0012, -1.0321, 2.4264], [-5.0855, -5.0037, 1.6084], [-5.4638, -1.2353, 1.3253], [5.9248, -2.9319, -4.5898], [-6.6975, -3.7922, 0.1782], [-6.8297, -1.3149, 0.2110], [-1.6283, -3.7954, -3.5139], [-5.3821, -2.3610, -1.5146], [-1.0921, 5.7151, -0.3083], [-2.6650, 2.8294, -2.5488], [4.2909, -5.7598, 1.8277], [3.0412, 5.6738, -0.5162], [1.1917, 2.8983, 2.0231], [6.5829, 3.4756, 0.4547], [4.9196, -1.6146, -0.6516], [0.2167, -4.5495, 3.5279], [-0.7995, -6.1481, -0.0276], [3.1069, -4.5819, 0.0270], [-4.7787, 4.8346, 1.4502], [5.4512, 5.6184, -0.0162], [0.3200, 5.7260, -5.8586], [0.0670, 3.6910, 4.0550], [1.8341, -2.7386, -3.4191], [-5.4055, 5.6264, -0.8074], [0.7458, -4.4084, 0.7888], [-1.6320, 5.4849, 3.9131], [-4.4167, -3.4772, 2.1927], [3.5248, -3.2250, -5.1041], [-6.8554, -3.2364, 1.8362], [-1.3333, 4.8209, -2.0349], [0.3935, -4.2198, 5.2602], [-4.6698, -0.8257, -1.0027], [6.6128, -2.1356, -2.3500], [5.2711, 1.3596, 0.4658], [4.8192, -4.5912, 3.9437], [-1.9753, -5.8568, -2.1816], [-1.5941, 5.7076, -4.2942]]}